# 1
# C41H39N5O2S2V

A structure of composition C41H39N5O2S2V (ωB97M-V with the def2-TZVPD basis set, OMol25).

For the total energy, the calculation gives -102056.0854 eV. The frontier orbital gap (alpha / beta) is 6.40 / 6.35 eV. The HOMO energy (alpha / beta) comes out at -0.256 / -0.256 Ha. The multiplicity is 2. As for the net charge: 0.

Geometry as XYZ:
```
90
Properties=species:S:1:pos:R:3:mulliken_charge:R:1
V 0.670 0.853 -0.347 0.04
C -3.105 2.313 -4.408 -1.22
C -3.917 1.743 -3.279 0.94
C -5.247 1.378 -3.453 -1.05
C -5.985 0.869 -2.397 -0.79
C -5.399 0.717 -1.149 -1.24
C -4.072 1.071 -0.941 0.92
C -3.419 0.909 0.402 -0.49
C -3.352 1.581 -2.018 -0.36
N -1.963 1.924 -1.838 0.73
C -1.692 3.239 -1.625 0.08
O -2.579 4.078 -1.572 -0.66
C -0.268 3.714 -1.474 0.63
C -0.031 5.069 -1.667 -0.76
C 1.256 5.558 -1.522 -0.58
C 2.284 4.676 -1.230 -0.70
C 1.970 3.341 -1.081 0.37
N 0.717 2.878 -1.157 0.47
C 3.060 2.307 -0.887 -0.17
O 4.230 2.637 -0.863 -0.73
N 2.558 1.044 -0.782 0.93
C 3.425 -0.088 -0.777 -0.78
C 3.956 -0.579 0.414 1.54
C 3.728 0.152 1.707 -1.04
C 4.687 -1.760 0.377 -1.06
C 4.896 -2.435 -0.816 -0.96
C 4.391 -1.913 -1.998 -1.01
C 3.660 -0.731 -1.995 1.44
C 3.159 -0.130 -3.283 -1.58
H -3.653 2.255 -5.347 0.47
H -2.162 1.775 -4.523 0.21
H -2.871 3.362 -4.213 0.22
H -5.705 1.498 -4.428 0.40
H -7.019 0.588 -2.547 0.42
H -5.977 0.320 -0.323 0.40
H -4.127 0.514 1.130 0.45
H -3.039 1.864 0.769 0.28
H -2.569 0.226 0.332 -0.37
H -0.868 5.706 -1.910 0.57
H 1.454 6.614 -1.650 0.44
H 3.316 4.981 -1.135 0.58
H 4.067 1.187 1.635 0.25
H 4.262 -0.334 2.523 0.52
H 2.663 0.171 1.951 -0.07
H 5.100 -2.154 1.299 0.39
H 5.465 -3.356 -0.828 0.42
H 4.570 -2.421 -2.938 0.42
H 3.305 -0.822 -4.112 0.46
H 3.699 0.792 -3.510 0.35
H 2.101 0.135 -3.228 0.27
S 0.014 1.654 1.719 -0.72
C -0.148 -0.066 1.860 1.12
N -0.729 -0.685 2.900 0.16
C -0.649 -2.140 2.948 -1.08
C -0.795 -2.727 1.555 -0.62
N 0.141 -2.094 0.648 0.68
C 0.768 -2.880 -0.404 0.10
C -0.121 -3.107 -1.605 0.04
C -1.237 -3.938 -1.535 -0.43
C -2.073 -4.086 -2.631 -0.79
C -1.798 -3.413 -3.815 -0.59
C -0.678 -2.600 -3.899 -0.43
C 0.155 -2.453 -2.799 0.01
C 0.344 -0.756 0.718 -0.50
S -0.920 0.532 -2.043 -0.32
C -1.141 -0.002 4.117 -1.39
C -0.168 -0.223 5.252 0.60
C -0.609 -0.702 6.478 -0.55
C 0.286 -0.906 7.521 -0.64
C 1.633 -0.637 7.340 -0.41
C 2.082 -0.160 6.114 -0.69
C 1.186 0.047 5.077 0.15
H -1.451 -2.504 3.592 0.52
H 0.305 -2.450 3.388 0.36
H -1.827 -2.601 1.203 0.33
H -0.584 -3.796 1.600 0.49
H 1.087 -3.833 0.030 0.90
H 1.664 -2.342 -0.715 -1.20
H -1.453 -4.476 -0.620 0.39
H -2.941 -4.730 -2.563 0.41
H -2.455 -3.525 -4.667 0.39
H -0.458 -2.071 -4.817 0.42
H 1.032 -1.820 -2.862 0.57
H -2.130 -0.368 4.402 0.45
H -1.235 1.060 3.889 0.49
H -1.662 -0.919 6.620 0.36
H -0.071 -1.280 8.472 0.38
H 2.334 -0.798 8.149 0.38
H 3.133 0.055 5.967 0.41
H 1.543 0.422 4.124 0.27
```


# 2
# C41H39N6O4P2Sn

A structure of composition C41H39N6O4P2Sn (ωB97M-V with the def2-TZVPD basis set, OMol25).

For the total energy, the calculation gives -84666.4028 eV. The energy above the lowest of the compared OMol25 structures with the same formula, charge and spin comes out at 0.00 kcal per mole. The frontier orbital gap is 5.28 eV. The HOMO energy comes out at -0.539 Ha. As for the net charge: +3.

Geometry as XYZ:
```
93
Properties=species:S:1:pos:R:3:mulliken_charge:R:1
Sn 1.554 -0.762 -0.271 0.74
C 2.912 10.764 -5.832 -0.83
O 1.913 10.509 -4.803 -0.34
C 2.044 9.574 -3.933 0.96
C 3.178 8.689 -3.881 -0.60
C 3.232 7.746 -2.920 -0.42
C 2.160 7.618 -1.955 0.38
C 1.042 8.535 -2.017 -0.11
C 0.981 9.473 -2.978 -0.82
N 2.120 6.724 -1.008 -0.56
N 3.139 5.941 -0.795 -0.30
C 3.117 4.664 -0.648 0.27
C 4.373 4.095 -0.149 -0.36
C 4.520 2.800 0.134 -1.00
C 3.399 1.884 -0.036 0.62
O 3.461 0.702 0.269 -0.64
C 2.135 2.415 -0.619 0.16
N 1.171 1.510 -0.807 -0.15
C 0.009 1.898 -1.335 -0.60
C -0.222 3.219 -1.691 -1.06
C 0.771 4.158 -1.496 -0.44
C 1.987 3.761 -0.941 1.41
H 2.518 11.602 -6.395 0.25
H 3.009 9.888 -6.469 0.38
H 3.855 11.032 -5.362 0.39
H 3.983 8.800 -4.592 0.48
H 4.089 7.089 -2.838 0.51
H 0.267 8.438 -1.268 0.50
H 0.164 10.177 -3.058 0.47
H 5.181 4.801 0.001 0.51
H 5.443 2.388 0.518 0.53
H -0.740 1.128 -1.455 0.61
H -1.173 3.498 -2.121 0.49
H 0.598 5.184 -1.782 0.47
O -1.440 -2.634 0.052 -0.51
C -1.135 -1.588 0.587 -0.18
O -0.551 -0.584 -0.032 -0.56
C -1.404 -1.328 2.043 1.31
C -2.618 -1.767 2.559 -0.50
C -2.949 -1.543 3.885 -0.92
C -2.048 -0.893 4.719 -0.84
C -0.828 -0.470 4.217 -0.36
C -0.498 -0.671 2.877 0.27
P 1.143 -0.109 2.319 0.85
C 2.380 -0.729 3.471 1.09
C 3.134 -1.834 3.075 -0.55
C 4.070 -2.388 3.935 -0.79
C 4.261 -1.837 5.193 -0.55
C 3.521 -0.730 5.592 -0.97
C 2.584 -0.175 4.738 -0.11
C 1.090 1.695 2.473 0.94
C 2.235 2.429 2.783 -0.48
C 2.185 3.817 2.818 -1.01
C 1.001 4.479 2.523 -0.59
C -0.140 3.751 2.204 -0.90
C -0.099 2.366 2.181 -0.74
H -3.311 -2.272 1.898 0.51
H -3.905 -1.871 4.270 0.45
H -2.294 -0.717 5.757 0.47
H -0.129 0.022 4.881 0.31
H 2.995 -2.271 2.092 0.19
H 4.651 -3.244 3.622 0.44
H 4.993 -2.266 5.864 0.43
H 3.677 -0.299 6.572 0.44
H 2.026 0.696 5.055 0.40
H 3.160 1.918 3.022 0.59
H 3.068 4.378 3.095 0.48
H 0.957 5.559 2.573 0.52
H -1.071 4.264 2.000 0.50
H -0.996 1.801 1.955 0.48
C -3.372 -7.846 0.209 -0.79
N -4.293 -7.530 -0.980 -0.01
C -5.336 -6.506 -0.509 -0.78
N -4.709 -5.352 0.024 0.17
C -3.828 -5.718 1.132 -0.76
N -2.790 -6.660 0.726 0.12
C -1.824 -6.045 -0.194 -0.52
P -2.573 -5.436 -1.784 -0.01
C -3.508 -7.011 -2.152 -0.68
C -4.012 -4.558 -0.997 -0.27
H -2.616 -8.543 -0.151 0.39
H -4.003 -8.330 0.954 0.38
H -4.777 -8.387 -1.251 0.33
H -5.931 -7.015 0.251 0.38
H -5.957 -6.267 -1.371 0.38
H -4.428 -6.173 1.922 0.35
H -3.351 -4.820 1.520 0.19
H -1.028 -6.761 -0.410 0.43
H -1.367 -5.187 0.299 0.31
H -2.816 -7.795 -2.460 0.45
H -4.211 -6.843 -2.970 0.45
H -4.726 -4.258 -1.767 0.48
H -3.623 -3.650 -0.539 -0.01
```


# 3
# C41H40ClN2P2Y

A structure of composition C41H40ClN2P2Y (ωB97M-V with the def2-TZVPD basis set, OMol25).

For the total energy, the calculation gives -78277.5852 eV. The frontier orbital gap is 6.76 eV. The HOMO energy comes out at -0.510 Ha. As for the net charge: +2.

Geometry as XYZ:
```
87
Properties=species:S:1:pos:R:3:mulliken_charge:R:1
Y 0.579 -0.013 -0.327 -0.38
Cl 3.078 0.032 -0.421 -0.46
P -0.131 -2.663 -0.688 1.73
P -0.131 2.627 -0.727 1.70
C 0.254 -3.455 0.939 0.22
C 1.138 -3.319 -1.889 0.10
C -1.797 -3.273 -1.213 0.27
C -1.870 3.337 -0.691 0.49
C 0.813 3.488 0.648 0.52
C 0.745 3.214 -2.280 0.53
C -0.704 -4.202 1.638 -0.75
C -0.370 -4.780 2.858 -0.61
C 0.883 -4.563 3.433 -0.70
C 1.781 -3.716 2.792 -0.70
C 1.481 -3.145 1.560 -0.12
H -1.701 -4.322 1.219 0.44
H -1.082 -5.421 3.346 0.48
H 1.162 -5.073 4.350 0.44
H 2.737 -3.516 3.244 0.52
H 2.180 -2.449 1.086 0.48
C -2.952 -2.767 -0.575 0.02
C -4.213 -3.179 -1.005 -0.72
C -4.344 -4.078 -2.059 -0.64
C -3.209 -4.510 -2.739 -0.62
C -1.939 -4.080 -2.360 -0.68
H -2.837 -2.002 0.189 0.21
H -5.082 -2.792 -0.509 0.45
H -5.325 -4.442 -2.337 0.41
H -3.288 -5.190 -3.565 0.44
H -1.050 -4.328 -2.936 0.46
C 1.809 -4.540 -1.642 -0.34
C 2.761 -4.990 -2.547 -0.60
C 3.106 -4.228 -3.664 -0.62
C 2.507 -2.984 -3.844 -0.65
C 1.528 -2.518 -2.966 -0.23
H 1.584 -5.093 -0.733 0.46
H 3.218 -5.944 -2.374 0.46
H 3.818 -4.608 -4.384 0.43
H 2.797 -2.372 -4.683 0.44
H 1.078 -1.527 -3.099 0.31
C 2.219 3.666 0.573 -0.67
C 2.882 4.282 1.636 -0.75
C 2.234 4.583 2.833 -0.56
C 0.897 4.224 2.961 -0.62
C 0.196 3.658 1.901 -0.54
H 2.776 3.279 -0.251 0.54
H 3.921 4.526 1.525 0.45
H 2.754 5.112 3.631 0.46
H 0.397 4.397 3.893 0.49
H -0.814 3.287 2.053 0.38
C -2.925 2.581 -0.148 0.08
C -4.230 3.085 -0.144 -0.61
C -4.505 4.338 -0.675 -0.65
C -3.469 5.078 -1.235 -0.59
C -2.167 4.589 -1.278 -0.61
H -2.726 1.571 0.201 -0.01
H -5.011 2.469 0.259 0.45
H -5.516 4.718 -0.656 0.41
H -3.655 6.048 -1.654 0.44
H -1.357 5.127 -1.775 0.34
C 1.172 4.552 -2.432 -0.49
C 1.772 4.956 -3.626 -0.75
C 2.083 4.035 -4.623 -0.57
C 1.777 2.692 -4.408 -0.70
C 1.117 2.273 -3.252 0.02
H 1.061 5.247 -1.611 0.51
H 1.987 5.997 -3.755 0.43
H 2.542 4.357 -5.550 0.42
H 2.041 1.966 -5.154 0.45
H 0.908 1.203 -3.093 -0.04
H -1.559 -0.143 -0.758 -0.28
H -1.154 -0.258 -1.621 0.72
C 2.556 0.215 4.926 -1.38
C 1.299 0.097 4.057 0.32
C -0.056 -0.058 4.327 -0.93
C -0.703 -0.102 3.105 -0.13
N 0.202 0.026 2.128 0.87
N 1.424 0.150 2.712 0.62
C -2.168 -0.285 2.793 -0.80
H 2.506 1.084 5.579 0.34
H 2.691 -0.663 5.556 0.33
H 3.457 0.318 4.333 0.37
H -0.482 -0.132 5.312 0.56
H 2.261 0.241 2.188 0.02
H -2.548 -1.240 3.203 0.35
H -2.773 0.530 3.227 0.38
H -2.326 -0.294 1.738 -0.28
```


Strongest force on any atom per entry: 0.4, 0.3, 4.3 eV/A